[1]
Computed, not measured: a structure of composition C32H32BrN4O2Re, with wB97M-V/def2-TZVPD.

Geometry as XYZ:
```
72
Properties=species:S:1:pos:R:3:forces:R:3
Re 0.61618 0.69641 0.37252 0.0 0.0 0.1
C 2.08478 -1.56492 4.74786 0.0 0.0 0.0
C 1.08438 -1.13111 3.66700 0.0 0.0 0.0
C 0.43430 -2.33784 2.98795 0.0 0.0 0.0
C 1.77789 -0.23514 2.67297 0.0 0.0 0.0
C 2.86162 -0.71278 1.87795 0.0 0.0 0.0
C 3.47726 0.09473 0.95276 0.0 0.0 0.0
C 3.09854 1.46432 0.78613 0.0 0.0 0.0
C 3.83790 2.34886 -0.16820 0.0 0.0 0.0
C 2.14387 1.98020 1.66733 0.0 0.0 0.0
C 1.48119 1.12947 2.58966 0.0 0.1 0.0
H 1.56128 -2.14115 5.50917 0.0 0.0 0.0
H 2.54976 -0.70836 5.23539 0.0 0.0 0.0
H 2.87130 -2.20081 4.33760 0.0 0.0 0.0
H 0.30103 -0.53701 4.14451 0.0 0.0 0.0
H 1.17462 -2.96639 2.48737 0.0 0.0 0.0
H -0.31982 -2.03042 2.25569 0.0 0.0 0.0
H -0.06296 -2.95436 3.73523 0.0 0.0 0.0
H 3.18198 -1.74137 1.99136 0.0 0.0 0.0
H 4.28272 -0.29726 0.34109 0.0 0.0 0.0
H 3.26542 3.23878 -0.42496 0.0 0.0 0.0
H 4.12588 1.82189 -1.07685 0.0 0.0 0.0
H 4.76144 2.67978 0.31476 0.0 0.0 0.0
H 1.89748 3.03503 1.64698 0.0 0.0 0.0
H 0.73618 1.55616 3.24965 0.0 0.0 0.0
O -4.60090 1.43985 1.26615 0.0 0.0 0.0
C -4.17943 2.74419 1.16829 0.0 0.0 0.0
C -5.04528 3.82317 1.15094 0.0 0.0 0.0
C -4.52922 5.10503 1.03724 0.0 0.0 0.0
C -3.15969 5.31234 0.93959 0.0 0.0 0.0
C -2.29875 4.22722 0.96003 0.0 0.0 0.0
C -2.80331 2.93675 1.07260 0.0 0.0 0.0
C -1.93060 1.71944 1.12917 0.0 0.0 0.0
O -0.54559 2.04776 1.00291 0.0 0.0 0.0
N -2.20809 0.82470 0.01007 0.0 0.0 0.0
N -1.19628 -0.13433 -0.08193 0.0 0.0 0.0
C -1.49564 -1.29758 -0.61310 0.0 0.0 0.0
C -0.56410 -2.27740 -0.96632 0.0 0.0 0.0
Br 1.23882 -1.75491 -0.62181 0.0 -0.1 0.0
C -0.94713 -3.49021 -1.49786 0.0 0.0 0.0
C -0.28626 -4.65488 -1.94626 0.0 0.0 0.0
C -1.13145 -5.68750 -2.42568 0.0 0.0 0.0
C -0.60882 -6.87382 -2.88785 0.0 0.0 0.0
C 0.76967 -7.05640 -2.88275 0.0 0.0 0.0
C 1.62748 -6.05337 -2.41606 0.0 0.0 0.0
C 1.11432 -4.86822 -1.95374 0.0 0.0 0.0
H -5.55055 1.40286 1.43582 0.0 0.0 0.0
H -6.11458 3.66546 1.22685 0.0 0.0 0.0
H -5.20567 5.94869 1.02951 0.0 0.0 0.0
H -2.76623 6.31597 0.86363 0.0 0.0 0.0
H -1.22885 4.38699 0.91686 0.0 0.0 0.0
H -2.05100 1.18766 2.08455 0.0 0.0 0.0
H -3.14628 0.42988 0.07968 0.0 0.0 0.0
H -2.54416 -1.50802 -0.80687 0.0 0.0 0.0
H -2.03095 -3.54304 -1.58616 0.0 0.0 0.0
H -2.20400 -5.53626 -2.42530 0.0 0.0 0.0
H -1.26204 -7.65463 -3.25079 0.0 0.0 0.0
H 1.18809 -7.98659 -3.24505 0.0 0.0 0.0
H 2.69581 -6.21809 -2.42339 0.0 0.0 0.0
H 1.80067 -4.11287 -1.60305 0.0 0.0 0.0
N 0.72849 3.84119 -6.39870 0.0 0.0 0.0
C 0.70781 3.35628 -5.35844 0.0 0.0 0.0
C 0.68000 2.74986 -4.06149 0.0 0.0 0.0
C -0.27582 3.12195 -3.12170 0.0 0.0 0.0
C -0.27534 2.51771 -1.88353 0.0 0.0 0.0
N 0.62287 1.56341 -1.55114 0.0 0.0 0.0
C 1.55321 1.20719 -2.46839 0.0 0.0 0.0
C 1.61544 1.77169 -3.71729 0.0 0.0 0.0
H -1.01493 3.87857 -3.34540 0.0 0.0 0.0
H -1.00280 2.79679 -1.13662 0.0 0.0 0.0
H 2.26027 0.44259 -2.18108 0.0 0.0 0.0
H 2.37657 1.45616 -4.41703 0.0 0.0 0.0
```
Positions in Å, forces in eV/Å.

Spin multiplicity   4
Net charge   +3
⟨S²⟩   3.81
E   -115902.8702 eV
Energy relative to the best compared isomer or geometry (same formula, charge and spin)   0.0 kJ/mol
Largest force on an atom   0.11 eV/Å

---

[2]
Computed, not measured: a cluster of 2 separate species, C3H10O2 in total at a distorted geometry, with wB97M-V/def2-TZVPD.

Geometry as XYZ:
```
15
Properties=species:S:1:pos:R:3:forces:R:3
C -2.17670 -0.82908 1.46433 0.2 0.9 -1.0
C -1.13181 0.28788 1.42885 0.5 -0.3 0.0
O -0.47776 0.40004 0.15654 -0.1 -0.3 -0.1
H -1.78626 -1.68531 0.91342 0.1 -0.2 0.2
H -2.44775 -1.12106 2.46989 -0.1 0.0 0.1
H -3.03822 -0.45961 0.90313 -0.3 -0.3 0.2
H -0.35813 0.06091 2.16567 0.1 0.2 0.0
H -1.52461 1.28288 1.63205 -0.3 -0.1 0.3
H -0.96948 -0.11919 -0.49016 0.0 0.1 0.1
C 2.58384 0.19548 -1.53160 -0.2 0.8 -1.3
O 1.92671 0.51017 -2.78910 -0.4 0.2 0.8
H 1.83881 0.02644 -0.76414 0.1 -0.5 0.2
H 3.22348 -0.64574 -1.77517 0.0 -0.2 0.5
H 3.18690 1.05917 -1.24557 0.2 -0.1 0.2
H 1.15098 1.03701 -2.53812 0.3 -0.2 -0.3
```
Positions in Å, forces in eV/Å.

E   -7367.1810 eV
Energy relative to the best compared isomer or geometry (same formula, charge and spin)   86.4 kJ/mol
Largest force on an atom   1.50 eV/Å

---

[3]
Computed, not measured: the molecule C4H7NO2S at a distorted geometry, with wB97M-V/def2-TZVPD.

Geometry as XYZ:
```
15
Properties=species:S:1:pos:R:3:forces:R:3
C -2.99513 0.10332 1.71055 -2.1 -2.1 3.1
C -2.61066 0.40508 0.63972 1.5 1.0 -3.2
C -0.01462 -1.17140 0.13119 -1.6 -3.5 -0.3
C 0.82212 0.95595 -0.79540 4.5 -0.2 0.3
N -0.17845 0.19354 -0.08655 -2.1 3.7 -1.7
O -2.18873 -0.59649 -1.70366 -0.1 0.1 -0.4
O 0.73620 2.35720 -0.68572 -2.8 -0.1 1.9
S -1.79123 0.58557 -0.94824 0.9 -0.9 2.2
H -3.49732 -0.47433 2.51022 0.7 1.2 -0.7
H 1.06286 -1.36844 0.21902 -0.4 -0.2 0.2
H -0.63914 -1.55283 1.07798 1.6 0.9 -2.0
H -0.44240 -1.77856 -0.80662 1.0 0.9 1.9
H 1.11229 0.83346 -1.85339 -1.1 -0.8 -0.1
H 0.11407 2.41669 0.10097 1.2 0.7 -1.1
H 1.83724 0.75293 -0.30624 -1.3 -0.6 -0.2
```
Positions in Å, forces in eV/Å.

E   -20676.7543 eV
Energy relative to the best compared isomer or geometry (same formula, charge and spin)   577.2 kJ/mol
Largest force on an atom   4.53 eV/Å